# C72H171N3O27

A 12-piece molecular cluster, C72H171N3O27 overall in a non-equilibrium geometry (ωB97M-V/def2-TZVPD, the OMol25 dataset).

Last columns: bonded neighbours and bond lengths (Å).
CARTESIAN COORDINATES (ANGSTROEM)
1 C 0.3111 -1.9578 3.2161  C2 1.546, H8 1.122, H9 1.066, H10 1.102
2 C 1.2224 -0.8381 2.6641  C1 1.546, N3 1.475, H11 1.065, H12 1.113
3 N 0.9925 -0.6304 1.2223  C2 1.475, C4 1.494, C6 1.497
4 C -0.2132 0.0966 0.7233  N3 1.494, C5 1.597, H13 1.091, H14 1.083
5 C 0.0003 1.6689 0.5460  C4 1.597, H15 1.123, H16 1.142, H17 1.076
6 C 2.2873 -0.0712 0.7194  N3 1.497, C7 1.491, H18 1.086, H19 1.103
7 C 2.3651 -0.1997 -0.7645  C6 1.491, H20 1.099, H21 1.088, H22 1.134
8 H 0.3977 -2.8847 2.5901  C1 1.122
9 H -0.7297 -1.7355 3.1507  C1 1.066
10 H 0.5785 -2.2171 4.2532  C1 1.102
11 H 1.0524 0.0605 3.2107  C2 1.065
12 H 2.2987 -1.1059 2.7523  C2 1.113
13 H -0.3561 -0.2202 -0.3111  C4 1.091
14 H -1.0103 -0.1550 1.4116  C4 1.083
15 H -0.0034 2.1415 1.5647  C5 1.123
16 H 1.0191 1.8886 0.0794  C5 1.142
17 H -0.7694 2.0828 -0.0816  C5 1.076
18 H 3.0986 -0.6160 1.1921  C6 1.086
19 H 2.4642 0.9833 0.9904  C6 1.103
20 H 2.4627 -1.2478 -1.0789  C7 1.099
21 H 3.2012 0.2670 -1.2820  C7 1.088
22 H 1.4828 0.2637 -1.3062  C7 1.134
23 C -2.4511 -2.3314 6.6590  C24 1.564, H30 1.125, H31 1.086, H32 1.093
24 C -3.2759 -3.5522 6.1331  C23 1.564, N25 1.487, H33 1.121, H34 1.131
25 N -2.4013 -4.4743 5.3610  C24 1.487, C26 1.531, C28 1.480
26 C -3.2449 -5.3659 4.4452  N25 1.531, C27 1.538, H35 1.086, H36 1.100
27 C -2.3430 -6.0906 3.4316  C26 1.538, H37 1.071, H38 1.110, H39 1.061
28 C -1.3762 -5.1819 6.1609  N25 1.480, C29 1.483, H40 1.123, H41 1.071
29 C -1.7562 -5.7818 7.4628  C28 1.483, H42 1.090, H43 1.060, H44 1.089
30 H -1.5132 -2.5979 7.2211  C23 1.125
31 H -3.0091 -1.6739 7.3194  C23 1.086
32 H -2.1215 -1.7102 5.8216  C23 1.093
33 H -3.8082 -4.0309 6.9958  C24 1.121
34 H -4.0354 -3.2883 5.3375  C24 1.131
35 H -3.9559 -6.0176 4.9442  C26 1.086
36 H -3.9347 -4.7282 3.8733  C26 1.100
37 H -1.5415 -6.4885 4.0196  C27 1.071
38 H -2.9702 -6.8339 2.8965  C27 1.110
39 H -1.9271 -5.4503 2.6945  C27 1.061
40 H -0.6303 -4.3929 6.4469  C28 1.123
41 H -0.8103 -5.8424 5.5355  C28 1.071
42 H -2.1140 -4.9788 8.1075  C29 1.090
43 H -0.8909 -6.2930 7.8004  C29 1.060
44 H -2.5153 -6.5557 7.3583  C29 1.089
45 C 1.4361 -6.2311 3.4786  C46 1.503, H52 1.073, H53 1.122, H54 1.055
46 C 2.4935 -5.1743 3.6343  C45 1.503, N47 1.435, H55 1.117, H56 1.091
47 N 3.3122 -5.3662 4.7967  C46 1.435, C48 1.504, C50 1.409
48 C 4.3222 -6.4649 4.6087  N47 1.504, C49 1.541, H57 1.089, H58 1.056
49 C 5.6163 -5.9754 3.9305  C48 1.541, H59 1.065, H60 1.096, H61 1.078
50 C 3.7027 -4.1234 5.3336  N47 1.409, C51 1.583, H62 1.084, H63 1.082
51 C 2.6526 -3.4708 6.3225  C50 1.583, H64 1.107, H65 1.140, H66 1.137
52 H 0.8126 -6.0557 2.6233  C45 1.073
53 H 0.8678 -6.0104 4.4210  C45 1.122
54 H 1.8387 -7.2059 3.4640  C45 1.055
55 H 3.1336 -5.0545 2.7265  C46 1.117
56 H 2.0457 -4.1944 3.8045  C46 1.091
57 H 4.4633 -6.8988 5.5979  C48 1.089
58 H 3.7849 -7.1441 4.0053  C48 1.056
59 H 6.3070 -6.7860 3.9449  C49 1.065
60 H 5.4068 -5.7559 2.8778  C49 1.096
61 H 5.9645 -5.1176 4.4836  C49 1.078
62 H 3.9067 -3.3620 4.5890  C50 1.084
63 H 4.6103 -4.1996 5.9172  C50 1.082
64 H 1.7437 -3.1074 5.8059  C51 1.107
65 H 3.2058 -2.6041 6.8151  C51 1.140
66 H 2.3211 -4.2156 7.1157  C51 1.137
67 C 1.1560 0.0197 6.1222  O68 1.439, H76 1.065, H77 1.116, H78 1.086
68 O -0.1488 -0.0176 5.5158  C67 1.439, C69 1.467
69 C -0.3164 1.2543 4.8033  O68 1.467, C70 1.474, H79 1.088, H80 1.094
70 C -1.5970 1.2131 4.0738  C69 1.474, O71 1.372, H81 1.091, H82 1.061
71 O -1.9580 2.4984 3.7553  C70 1.372, C72 1.440
72 C -3.0951 2.5330 2.8730  O71 1.440, C73 1.539, H83 1.110, H84 1.080
73 C -3.2542 3.9270 2.2407  C72 1.539, O74 1.458, H85 1.110, H86 1.099
74 O -3.2203 5.0702 3.1453  C73 1.458, C75 1.415
75 C -4.0427 4.8600 4.2771  O74 1.415, H87 1.055, H88 1.088, H89 1.135
76 H 1.2488 0.9922 6.5462  C67 1.065
77 H 1.8707 -0.1693 5.2860  C67 1.116
78 H 1.1415 -0.7895 6.8458  C67 1.086
79 H 0.5796 1.4207 4.2082  C69 1.088
80 H -0.2997 2.0569 5.5470  C69 1.094
81 H -2.3499 0.7351 4.7028  C70 1.091
82 H -1.4764 0.6589 3.1770  C70 1.061
83 H -4.0245 2.2399 3.4040  C72 1.110
84 H -2.8860 1.8668 2.0493  C72 1.080
85 H -4.1331 3.9376 1.5625  C73 1.110
86 H -2.3020 4.0658 1.7105  C73 1.099
87 H -4.0594 5.7612 4.8260  C75 1.055
88 H -3.5253 4.2098 4.9803  C75 1.088
89 H -5.0766 4.4938 3.9835  C75 1.135
90 C 0.7825 -6.5576 -4.4025  O91 1.370, H99 1.102, H100 1.086, H101 1.134
91 O 0.9140 -5.2578 -4.8135  C90 1.370, C92 1.447
92 C 0.7926 -4.3835 -3.6668  O91 1.447, C93 1.556, H102 1.137, H103 1.158
93 C 1.1065 -2.9471 -4.1761  C92 1.556, O94 1.422, H104 1.098, H105 1.073
94 O 2.4830 -3.0049 -4.5293  C93 1.422, C95 1.374
95 C 2.8987 -1.7870 -5.0102  O94 1.374, C96 1.514, H106 1.178, H107 1.115
96 C 4.3324 -1.9644 -5.4648  C95 1.514, O97 1.462, H108 1.092, H109 1.071
97 O 5.2955 -1.6409 -4.4138  C96 1.462, C98 1.389
98 C 5.2781 -2.5286 -3.3457  O97 1.389, H110 1.130, H111 1.119, H112 1.078
99 H 1.4190 -6.8574 -3.5550  C90 1.102
100 H 1.0523 -7.1780 -5.2518  C90 1.086
101 H -0.2983 -6.7346 -4.1069  C90 1.134
102 H 1.6288 -4.6304 -2.9365  C92 1.137
103 H -0.2992 -4.4590 -3.2883  C92 1.158
104 H 1.0157 -2.2022 -3.3749  C93 1.098
105 H 0.5520 -2.6573 -5.0483  C93 1.073
106 H 2.9275 -0.8931 -4.2440  C95 1.178
107 H 2.1648 -1.3978 -5.7532  C95 1.115
108 H 4.6532 -1.2275 -6.2040  C96 1.092
109 H 4.3435 -2.9513 -5.8797  C96 1.071
110 H 5.2649 -3.5748 -3.7730  C98 1.130
111 H 4.4353 -2.3453 -2.6330  C98 1.119
112 H 6.1234 -2.2857 -2.7227  C98 1.078
113 C 2.3949 3.3157 2.4332  O114 1.416, H122 1.076, H123 1.118, H124 1.120
114 O 1.3157 4.2244 2.5502  C113 1.416, C115 1.449
115 C 0.9990 4.6052 3.9124  O114 1.449, C116 1.555, H125 1.101, H126 1.095
116 C -0.2205 5.5691 3.8949  C115 1.555, O117 1.391, H127 1.103, H128 1.100
117 O 0.1265 6.8573 3.5011  C116 1.391, C118 1.374
118 C -0.7512 7.8425 3.8825  O117 1.374, C119 1.515, H129 1.110, H130 1.145
119 C -0.1267 9.2205 3.8020  C118 1.515, O120 1.441, H131 1.135, H132 1.040
120 O -1.1120 10.2475 4.0293  C119 1.441, C121 1.400
121 C -0.5472 11.5178 3.8634  O120 1.400, H133 1.051, H134 1.131, H135 1.115
122 H 2.0773 2.3138 2.6624  C113 1.076
123 H 3.2254 3.7059 3.0726  C113 1.118
124 H 2.8378 3.4794 1.4179  C113 1.120
125 H 1.8608 4.9680 4.4941  C115 1.101
126 H 0.7170 3.6657 4.3997  C115 1.095
127 H -0.7257 5.5123 4.8732  C116 1.103
128 H -0.9611 5.1614 3.1911  C116 1.100
129 H -1.2235 7.6891 4.8756  C118 1.110
130 H -1.5988 7.8342 3.1133  C118 1.145
131 H 0.3833 9.4165 2.8071  C119 1.135
132 H 0.5848 9.3323 4.5521  C119 1.040
133 H -0.2343 11.6859 2.8745  C121 1.051
134 H 0.2978 11.7518 4.5776  C121 1.131
135 H -1.3388 12.2764 4.0644  C121 1.115
136 C 1.4437 7.0632 -4.9608  O137 1.398, H145 1.057, H146 1.055, H147 1.142
137 O 2.2369 5.9556 -4.6445  C136 1.398, C138 1.409
138 C 1.5874 4.8698 -4.0238  O137 1.409, C139 1.452, H148 1.104, H149 1.174
139 C 2.5504 3.8161 -3.7558  C138 1.452, O140 1.408, H150 1.129, H151 1.124
140 O 3.0596 3.2604 -4.9456  C139 1.408, C141 1.400
141 C 3.8788 2.1801 -4.5970  O140 1.400, C142 1.484, H152 1.129, H153 1.063
142 C 4.2338 1.5881 -5.9106  C141 1.484, O143 1.385, H154 1.088, H155 1.055
143 O 3.2203 0.8507 -6.4995  C142 1.385, C144 1.393
144 C 3.3593 0.5891 -7.8607  O143 1.393, H156 1.088, H157 1.059, H158 1.087
145 H 1.9430 7.6873 -5.6520  C136 1.057
146 H 1.1420 7.6188 -4.1157  C136 1.055
147 H 0.4704 6.6863 -5.4248  C136 1.142
148 H 0.7866 4.4944 -4.6850  C138 1.104
149 H 1.1043 5.2788 -3.0355  C138 1.174
150 H 2.0706 2.9796 -3.1689  C139 1.129
151 H 3.4005 4.1858 -3.1210  C139 1.124
152 H 3.4425 1.4260 -3.8786  C141 1.129
153 H 4.7077 2.5967 -4.0785  C141 1.063
154 H 5.0943 0.9443 -5.7390  C142 1.088
155 H 4.5775 2.4360 -6.4350  C142 1.055
156 H 2.3561 0.6002 -8.2817  C144 1.088
157 H 3.7913 -0.3529 -8.0811  C144 1.059
158 H 3.9578 1.3702 -8.3234  C144 1.087
159 C 0.2756 5.3227 -0.0493  O160 1.404, H168 1.083, H169 1.082, H170 1.136
160 O -0.1789 6.3375 -0.9073  C159 1.404, C161 1.419
161 C -0.4611 7.5464 -0.2195  O160 1.419, C162 1.508, H171 1.137, H172 1.073
162 C -1.6404 8.3412 -0.7205  C161 1.508, O163 1.425, H173 1.107, H174 1.080
163 O -2.9130 7.7011 -0.6818  C162 1.425, C164 1.420
164 C -3.2184 7.4034 0.6730  O163 1.420, C165 1.554, H175 1.116, H176 1.078
165 C -4.7041 6.9892 0.8643  C164 1.554, O166 1.380, H177 1.095, H178 1.102
166 O -4.9828 5.8214 0.1832  C165 1.380, C167 1.446
167 C -6.3098 5.2645 0.3255  O166 1.446, H179 1.091, H180 1.125, H181 1.075
168 H 0.4466 4.4222 -0.6269  C159 1.083
169 H -0.2428 5.0380 0.8561  C159 1.082
170 H 1.3361 5.5701 0.2737  C159 1.136
171 H 0.4138 8.2704 -0.2667  C161 1.137
172 H -0.6205 7.4668 0.8389  C161 1.073
173 H -1.4356 8.5653 -1.7852  C162 1.107
174 H -1.6717 9.2737 -0.1764  C162 1.080
175 H -3.1114 8.3262 1.2913  C164 1.116
176 H -2.5603 6.6740 1.1162  C164 1.078
177 H -5.3930 7.7412 0.4649  C165 1.095
178 H -4.8885 6.8007 1.9343  C165 1.102
179 H -6.3411 4.2533 -0.0824  C167 1.091
180 H -6.9787 5.9159 -0.3022  C167 1.125
181 H -6.7176 5.1711 1.3157  C167 1.075
182 C 0.8897 -3.3740 -7.6836  O183 1.417, H191 1.123, H192 1.123, H193 1.119
183 O 0.6604 -2.0010 -7.9471  C182 1.417, C184 1.385
184 C -0.6831 -1.6878 -7.8251  O183 1.385, C185 1.560, H194 1.125, H195 1.132
185 C -0.8543 -0.2278 -8.3462  C184 1.560, O186 1.374, H196 1.087, H197 1.102
186 O -1.0749 0.6292 -7.2951  C185 1.374, C187 1.389
187 C 0.0631 0.9051 -6.5482  O186 1.389, C188 1.524, H198 1.082, H199 1.106
188 C -0.3112 1.5561 -5.2226  C187 1.524, O189 1.407, H200 1.123, H201 1.109
189 O -0.8997 0.5886 -4.3877  C188 1.407, C190 1.396
190 C -0.7853 0.8856 -3.0285  O189 1.396, H202 1.136, H203 1.040, H204 1.125
191 H 0.6721 -3.6569 -6.6192  C182 1.123
192 H 1.9255 -3.6979 -7.9739  C182 1.123
193 H 0.1797 -4.0498 -8.2241  C182 1.119
194 H -1.0789 -1.6978 -6.7718  C184 1.125
195 H -1.2759 -2.4430 -8.4239  C184 1.132
196 H -1.7192 -0.2273 -9.0043  C185 1.087
197 H -0.0273 0.0901 -9.0021  C185 1.102
198 H 0.8108 1.5785 -6.9456  C187 1.082
199 H 0.5853 -0.0625 -6.4247  C187 1.106
200 H -0.9563 2.4611 -5.3858  C188 1.123
201 H 0.6600 1.9353 -4.8437  C188 1.109
202 H -1.1061 0.0279 -2.3557  C190 1.136
203 H -1.3547 1.6968 -2.7131  C190 1.040
204 H 0.2665 1.1959 -2.7790  C190 1.125
205 C -2.7535 3.9954 -1.6565  O206 1.452, H214 1.116, H215 1.071, H216 1.090
206 O -3.3941 2.7327 -1.3338  C205 1.452, C207 1.412
207 C -4.0143 2.0810 -2.4217  O206 1.412, C208 1.534, H217 1.111, H218 1.124
208 C -4.1448 0.5719 -2.1824  C207 1.534, O209 1.403, H219 1.119, H220 1.147
209 O -4.6402 0.2380 -0.9126  C208 1.403, C210 1.426
210 C -3.5438 0.1470 -0.0052  O209 1.426, C211 1.509, H221 1.104, H222 1.089
211 C -4.1869 -0.4964 1.1992  C210 1.509, O212 1.411, H223 1.099, H224 1.057
212 O -3.2489 -1.0557 2.0927  C211 1.411, C213 1.406
213 C -3.9115 -1.6106 3.2012  O212 1.406, H225 1.089, H226 1.062, H227 1.108
214 H -2.2319 4.2797 -0.7112  C205 1.116
215 H -3.4653 4.7679 -1.8633  C205 1.071
216 H -1.9810 4.0138 -2.4248  C205 1.090
217 H -3.3858 2.2263 -3.3268  C207 1.111
218 H -5.0396 2.5154 -2.5753  C207 1.124
219 H -3.1666 0.0892 -2.4325  C208 1.119
220 H -4.9364 0.1895 -2.9199  C208 1.147
221 H -3.1263 1.1224 0.2999  C210 1.104
222 H -2.7681 -0.5031 -0.4073  C210 1.089
223 H -4.8498 -1.3067 0.8639  C211 1.099
224 H -4.8440 0.1240 1.7476  C211 1.057
225 H -3.2280 -1.5817 4.0480  C213 1.089
226 H -4.2733 -2.5729 2.9338  C213 1.062
227 H -4.8323 -1.0408 3.4347  C213 1.108
228 C 7.7811 -3.7000 0.2108  O229 1.371, H237 1.110, H238 1.099, H239 1.078
229 O 6.4248 -3.7352 0.4112  C228 1.371, C230 1.410
230 C 6.0149 -2.6484 1.2097  O229 1.410, C231 1.504, H240 1.142, H241 1.156
231 C 4.6613 -2.8780 1.8237  C230 1.504, O232 1.390, H242 1.086, H243 1.073
232 O 3.5732 -3.1221 0.9945  C231 1.390, C233 1.466
233 C 3.7523 -4.3449 0.2063  O232 1.466, C234 1.544, H244 1.114, H245 1.068
234 C 2.2947 -4.7508 -0.1015  C233 1.544, O235 1.390, H246 1.085, H247 1.082
235 O 2.0911 -6.0758 -0.4702  C234 1.390, C236 1.396
236 C 0.7291 -6.3688 -0.5622  O235 1.396, H248 1.096, H249 1.113, H250 1.074
237 H 8.2046 -2.7934 -0.2690  C228 1.110
238 H 8.0920 -4.5762 -0.3748  C228 1.099
239 H 8.3642 -3.6137 1.1138  C228 1.078
240 H 6.0317 -1.7331 0.5270  C230 1.142
241 H 6.7200 -2.4264 2.0989  C230 1.156
242 H 4.5192 -1.9909 2.4338  C231 1.086
243 H 4.7585 -3.6544 2.5585  C231 1.073
244 H 4.1475 -5.1902 0.8139  C233 1.114
245 H 4.2451 -4.0469 -0.6926  C233 1.068
246 H 1.8351 -4.1466 -0.8769  C234 1.085
247 H 1.7779 -4.5489 0.8270  C234 1.082
248 H 0.2175 -6.3006 0.4048  C236 1.096
249 H 0.6339 -7.3975 -0.9761  C236 1.113
250 H 0.1907 -5.6557 -1.1586  C236 1.074
251 C -1.3261 -3.1399 -0.6885  O252 1.367, H260 1.094, H261 1.093, H262 1.125
252 O -1.8834 -4.3317 -1.0585  C251 1.367, C253 1.427
253 C -3.3084 -4.2806 -1.1225  O252 1.427, C254 1.494, H263 1.123, H264 1.101
254 C -3.9459 -3.9660 -2.4369  C253 1.494, O255 1.453, H265 1.110, H266 1.119
255 O -3.6669 -2.6169 -2.8990  C254 1.453, C256 1.444
256 C -3.1116 -2.3967 -4.2136  O255 1.444, C257 1.542, H267 1.055, H268 1.129
257 C -4.3100 -2.3148 -5.1800  C256 1.542, O258 1.369, H269 1.110, H270 1.112
258 O -4.9671 -1.1154 -5.1167  C257 1.369, C259 1.422
259 C -4.3628 0.0218 -5.7195  O258 1.422, H271 1.079, H272 1.049, H273 1.120
260 H -0.2773 -3.3021 -0.4211  C251 1.094
261 H -1.6770 -2.6811 0.2390  C251 1.093
262 H -1.3768 -2.2818 -1.4142  C251 1.125
263 H -3.7211 -3.4545 -0.4836  C253 1.123
264 H -3.6114 -5.2483 -0.6937  C253 1.101
265 H -5.0460 -4.0173 -2.3005  C254 1.110
266 H -3.5862 -4.6122 -3.2761  C254 1.119
267 H -2.4089 -3.1481 -4.4480  C256 1.055
268 H -2.5066 -1.4553 -4.0656  C256 1.129
269 H -4.9612 -3.1086 -4.7592  C257 1.110
270 H -3.9408 -2.5122 -6.2097  C257 1.112
271 H -4.2618 -0.0709 -6.7897  C259 1.079
272 H -3.4379 0.2044 -5.2590  C259 1.049
273 H -5.0550 0.8757 -5.5031  C259 1.120

Calculated values
E_LUMO in eV: 0.500
E_HOMO in eV: -8.03
SMILES string: CCN(CC)CC.CCN(CC)CC.CCN(CC)CC.COCCOCCOC.COCCOCCOC.COCCOCCOC.COCCOCCOC.COCCOCCOC.COCCOCCOC.COCCOCCOC.COCCOCCOC.COCCOCCOC
Strongest force on any atom in eV/A: 3.32